The following is a quantum chemistry calculation of a cluster of 8 separate species, C39H99F3N15O14P5 in total, from the Open Molecules 2025 dataset.

Values from the calculation:
**F_max**: 4.11 eV/A
**HOMO energy**: -8.17 eV
**Orbital gap**: 0.3026 hartree
**ΔE to the lowest compared entry with this formula, charge and spin**: 176.40 kJ/mol
**Net charge**: 0
**SMILES**: CN(C)P(=O)(N(C)C)N(C)C.CN(C)P(=O)(N(C)C)N(C)C.CN(C)P(=O)(N(C)C)N(C)C.CN(C)P(=O)(N(C)C)N(C)C.CN(C)P(=O)(N(C)C)N(C)C.O=C1OC[C@@H](F)O1.O=C1OC[C@@H](F)O1.O=C1OC[C@@H](F)O1

```
175
Properties=species:S:1:pos:R:3:forces:R:3:lowdin_charge:R:1
C -0.710329 6.265788 1.253766 0.055 -0.420 0.969 -0.090
N -1.810683 5.696977 2.018058 -1.677 1.332 -1.662 -0.279
C -3.102048 6.222980 1.466339 2.028 -0.275 1.176 -0.072
P -1.646850 4.759690 3.337945 -1.900 -0.615 -0.098 0.407
O -0.491577 5.043297 4.158665 2.425 0.213 0.560 -0.260
N -3.045242 4.991834 4.171343 -1.568 0.872 1.027 -0.297
C -3.690116 3.938990 4.962226 1.888 0.854 -0.043 -0.083
C -3.237190 6.306019 4.827028 1.918 -0.468 -2.054 -0.094
N -1.809766 3.189049 2.890714 0.377 -0.912 -0.368 -0.303
C -2.806002 2.705692 1.930787 -0.425 0.957 0.921 -0.076
C -0.927275 2.197892 3.470722 1.388 -0.429 -2.305 -0.101
H -0.721674 5.940352 0.198164 0.189 -0.003 0.517 0.072
H 0.179066 5.993825 1.832395 0.306 0.182 -0.708 0.080
H -0.859578 7.341245 1.302493 0.400 0.319 -0.239 0.079
H -3.859608 5.935427 2.120250 -1.517 -0.839 0.805 0.044
H -3.239709 5.841709 0.479049 -0.216 0.038 -0.793 0.052
H -3.101673 7.304675 1.533727 0.234 0.377 -0.502 0.085
H -3.609708 3.026307 4.405756 0.019 -0.677 0.390 0.055
H -3.297796 3.954983 5.994442 0.479 -0.709 -0.348 0.095
H -4.682540 4.197453 5.138488 -2.123 0.389 -0.242 0.055
H -4.213560 6.657973 4.611508 -1.006 0.542 0.129 0.069
H -2.989903 6.274902 5.855341 -0.144 -0.248 1.332 0.068
H -2.472268 6.986399 4.413670 -0.538 0.027 -0.043 0.086
H -3.692505 2.208042 2.420057 0.917 0.130 -0.399 0.095
H -3.212337 3.554579 1.365848 0.144 -0.165 0.129 0.064
H -2.286068 2.076878 1.239904 0.008 -0.759 -0.573 0.061
H -0.413332 1.538754 2.683941 -0.783 0.976 0.631 0.086
H -1.409714 1.522389 4.108232 -0.972 -0.973 1.237 0.055
H -0.112573 2.677082 3.976195 0.219 0.342 0.464 0.064
C -0.195377 -0.424789 0.271518 -1.824 0.287 0.475 -0.140
N 0.739517 0.438374 -0.415297 0.141 0.263 -1.189 -0.278
C 2.114845 -0.078153 -0.319281 -0.054 2.962 0.877 -0.120
P 0.281249 1.481071 -1.736391 -0.132 -1.116 2.114 0.584
O -1.166380 1.836355 -1.643663 0.606 -0.311 0.201 -0.267
N 1.262680 2.815738 -1.694300 0.861 -0.610 -0.548 -0.267
C 1.070610 3.896416 -0.703459 1.775 -0.625 -0.963 -0.078
C 2.519540 2.937574 -2.489285 -0.155 -0.336 2.323 -0.081
N 0.712448 0.610266 -3.102791 0.053 0.693 -0.909 -0.279
C 0.430473 -0.809359 -3.236398 1.405 -0.655 2.813 -0.106
C 0.434537 1.380222 -4.332389 -1.823 -0.143 1.390 -0.087
H -1.151954 -0.460109 -0.328932 0.858 -0.317 0.705 0.075
H -0.501697 -0.086290 1.314882 0.486 -0.010 -1.122 0.063
H 0.229536 -1.429223 0.451048 -0.213 0.225 -0.519 0.066
H 2.804236 0.591804 -0.851165 -0.206 -0.306 0.030 0.065
H 2.246880 -1.071973 -0.641697 -0.051 -1.439 -0.602 0.043
H 2.422118 0.009586 0.729994 0.044 -0.290 -0.201 0.074
H 1.034932 4.823487 -1.258310 0.276 0.426 -0.058 0.073
H 0.131060 3.839246 -0.229727 -0.966 -0.509 0.837 0.048
H 1.959242 3.852801 -0.024851 -1.038 0.307 -0.211 0.084
H 2.766955 1.993325 -2.913387 0.158 -0.743 -0.407 0.051
H 2.381069 3.645731 -3.243896 -0.215 1.242 -1.350 0.058
H 3.399633 3.263055 -1.876351 -0.856 -0.268 -0.107 0.088
H -0.575987 -1.141566 -3.432094 -0.755 0.442 -0.130 0.059
H 1.075128 -1.282609 -3.951043 0.440 0.073 -0.781 0.071
H 0.755211 -1.300420 -2.254988 -0.662 0.554 -1.185 0.083
H -0.545686 1.084777 -4.705754 -0.569 0.302 0.173 0.077
H 1.033124 1.119395 -5.140186 1.929 -0.244 -1.176 0.059
H 0.414686 2.446844 -4.100166 0.149 -0.099 -0.367 0.071
C 0.674377 -5.548776 6.506764 -0.545 0.267 -1.685 -0.066
N -0.121195 -5.707123 5.186871 1.438 0.876 1.615 -0.281
C -0.940694 -6.907916 5.128581 0.446 -0.046 -1.287 -0.129
P -0.899375 -4.287432 4.727445 -0.153 -0.929 -0.427 0.518
O -2.052080 -3.846716 5.543257 0.235 0.123 -0.010 -0.292
N 0.304645 -3.141199 4.705726 -0.078 -0.828 -0.358 -0.315
C 1.357388 -3.300062 3.735212 0.509 -2.209 -0.354 -0.127
C -0.078147 -1.766710 4.864100 1.744 0.897 -1.915 -0.101
N -1.410087 -4.685364 3.167173 -0.007 0.516 1.764 -0.308
C -2.686954 -4.142482 2.784401 -0.719 0.353 0.265 -0.117
C -0.686650 -5.448324 2.195711 0.067 -0.281 0.800 -0.121
H 1.416725 -4.772247 6.375952 0.298 -0.014 -0.313 0.057
H 1.180882 -6.461089 6.832095 -0.386 -0.043 -0.326 0.080
H 0.026652 -5.145264 7.263781 -0.511 -0.257 0.607 0.068
H -0.373743 -7.743687 4.660232 -0.375 0.481 0.066 0.089
H -1.833885 -6.655666 4.530522 0.242 -0.578 0.352 0.079
H -1.202090 -7.237419 6.105283 -0.581 -0.172 0.893 0.065
H 2.213020 -2.682443 3.898609 0.494 0.651 0.645 0.066
H 1.711195 -4.369376 3.796852 -0.210 1.030 -0.274 0.093
H 1.070727 -3.084102 2.697720 -0.398 -0.051 0.000 0.079
H 0.791290 -1.307850 5.347206 -0.652 0.432 0.653 0.089
H -0.030445 -1.255161 3.837327 -0.735 -0.514 1.077 0.096
H -1.033864 -1.728427 5.328140 -0.514 0.598 0.583 0.061
H -3.513777 -4.871858 2.559321 0.856 0.329 0.243 0.097
H -3.039591 -3.425944 3.555521 0.109 -0.704 -0.431 0.081
H -2.451572 -3.563247 1.922406 -0.519 0.594 -1.201 0.059
H -0.791874 -5.031235 1.216269 -0.305 0.449 -0.608 0.050
H -1.083162 -6.459550 2.218110 0.189 -0.525 -0.432 0.088
H 0.378495 -5.460221 2.395616 0.014 -0.195 0.216 0.071
C 7.930535 0.328622 -2.339334 0.868 2.465 -1.052 -0.125
N 6.786069 0.664606 -1.585830 -0.487 -0.151 1.445 -0.326
C 6.613269 2.031728 -1.230413 -1.393 2.009 -0.269 -0.131
P 5.975066 -0.487629 -0.696480 0.501 -0.016 0.549 0.559
O 5.000143 0.232077 0.179470 0.698 -0.914 -0.095 -0.269
N 5.437206 -1.503136 -1.863573 1.315 -0.576 0.064 -0.312
C 4.951476 -2.816824 -1.433272 0.058 0.563 0.082 -0.076
C 4.862526 -0.939914 -3.040485 -2.415 -0.332 1.059 -0.101
N 7.011570 -1.508657 0.164057 -0.677 0.682 -0.641 -0.297
C 8.041561 -2.401269 -0.402189 -0.461 -0.091 -0.677 -0.119
C 7.013759 -1.240388 1.596086 -0.761 1.403 0.183 -0.105
H 8.133149 1.166813 -3.083191 -0.392 -1.163 0.479 0.114
H 7.734558 -0.576407 -2.807325 -0.034 -1.665 -1.322 0.045
H 8.857791 0.245958 -1.799397 0.469 -0.101 0.725 0.076
H 5.785495 2.154520 -0.484802 0.807 -0.233 -0.862 0.052
H 6.309768 2.614907 -2.146390 0.199 -0.358 0.655 0.096
H 7.487932 2.563985 -0.843526 0.303 -0.420 0.114 0.083
H 4.678815 -3.410246 -2.303448 -0.383 0.142 -0.030 0.088
H 5.761005 -3.379051 -0.949164 -0.560 0.253 0.241 0.070
H 4.099916 -2.574437 -0.774547 0.128 -1.107 -0.091 0.085
H 5.133127 0.079751 -3.097269 0.130 1.092 -0.281 0.064
H 5.132810 -1.438447 -3.924498 0.578 -0.844 -1.225 0.069
H 3.752353 -1.027617 -2.927404 0.469 0.365 -0.437 0.092
H 7.900468 -2.536544 -1.515641 0.136 0.445 1.227 0.089
H 9.030607 -1.998284 -0.193656 0.213 0.086 -0.223 0.073
H 8.047734 -3.437570 0.004764 -0.451 0.642 0.130 0.086
H 6.000343 -1.381570 1.997106 0.268 0.016 -0.034 0.076
H 7.293500 -0.164137 1.908983 0.050 -1.690 -0.582 0.106
H 7.632360 -1.992427 2.006507 0.891 -0.435 0.949 0.062
C -5.281620 -0.696380 -6.515562 -0.647 -0.996 0.393 -0.103
N -4.638353 -0.991480 -5.239148 0.308 -0.633 -0.066 -0.293
C -3.181862 -1.163325 -5.345717 -0.214 1.319 -0.816 -0.099
P -5.366168 -0.126132 -4.027750 1.570 0.640 1.301 0.487
O -5.292475 1.348667 -4.038262 0.319 0.379 -0.494 -0.288
N -6.951954 -0.463532 -4.078786 -1.419 -1.606 0.264 -0.307
C -7.633769 -1.730299 -3.705012 -0.039 1.586 1.138 -0.073
C -7.898783 0.565652 -4.479614 0.495 1.504 0.316 -0.118
N -4.514762 -0.658853 -2.688270 -0.587 -0.511 0.749 -0.265
C -4.758125 0.054692 -1.392962 2.102 0.415 -0.503 -0.075
C -4.246010 -2.078294 -2.457552 -2.163 -0.314 -0.595 -0.130
H -6.300922 -0.469135 -6.246357 -0.475 0.089 -0.440 0.054
H -5.330737 -1.525579 -7.251527 0.496 0.329 0.537 0.100
H -4.855317 0.188895 -6.908684 0.521 0.866 -0.933 0.073
H -2.756282 -0.299288 -5.938291 -0.192 -0.826 0.590 0.102
H -2.993732 -2.077055 -5.885006 0.136 -0.371 -0.355 0.076
H -2.660325 -1.227299 -4.401413 -0.221 0.200 0.296 0.042
H -8.322914 -1.568228 -2.840152 0.604 0.013 -0.446 0.099
H -8.230719 -2.143348 -4.464195 -1.000 -0.004 -1.555 0.058
H -7.004605 -2.551903 -3.485430 1.286 -0.406 0.559 0.053
H -7.414054 1.519875 -4.846628 -0.229 -1.345 0.575 0.099
H -8.495257 0.191604 -5.293297 -0.640 -0.212 -0.228 0.071
H -8.500042 0.846024 -3.599056 -0.187 -0.104 -0.460 0.090
H -3.886736 -0.205376 -0.707359 -0.981 0.528 -0.858 0.097
H -4.785216 1.150732 -1.577215 0.138 -0.828 0.114 0.071
H -5.653387 -0.218768 -0.874451 -0.822 -0.475 0.100 0.064
H -5.125584 -2.579472 -1.988582 0.523 0.200 -0.026 0.088
H -3.412904 -2.222027 -1.848185 1.421 0.098 1.377 0.050
H -4.024430 -2.661896 -3.341990 -0.177 0.298 -0.539 0.066
O -0.469832 4.859319 -3.210798 1.149 0.738 -0.095 0.160
C -1.546050 4.474382 -2.937560 -0.554 -0.213 2.371 -0.562
O -2.139612 4.592474 -1.654754 1.157 -0.027 -2.217 0.003
C -3.360878 3.882038 -1.698035 -0.445 -0.381 -0.419 -0.090
C -3.613686 3.627753 -3.221795 1.392 0.905 1.614 -0.281
F -4.378420 4.620073 -3.724064 -0.907 0.383 -0.382 0.074
O -2.328770 3.822389 -3.768708 -0.630 -0.490 -0.524 0.138
H -3.241985 2.900580 -1.194479 -0.167 0.739 -0.006 0.101
H -4.086121 4.591710 -1.269215 -0.233 -0.843 -0.136 0.133
H -3.955465 2.662488 -3.503261 -0.594 -0.580 -0.227 0.100
O 3.520170 -0.141771 3.575297 -0.579 -1.168 -0.111 0.176
C 3.952369 0.819832 3.057619 0.377 1.329 0.396 -0.573
O 5.228676 1.224282 3.165302 -0.400 -0.386 0.166 0.051
C 5.382181 2.487831 2.564292 0.691 -0.545 -1.700 -0.051
C 3.949974 2.929432 2.141983 1.957 -1.754 0.976 -0.286
F 3.979529 3.115221 0.811498 -0.492 0.486 -0.714 0.052
O 3.194291 1.781981 2.444895 -0.223 0.349 0.030 0.117
H 5.977598 3.080508 3.247617 -0.270 0.515 -0.057 0.135
H 5.918323 2.298079 1.592948 -0.223 0.499 0.976 0.121
H 3.628176 3.803657 2.663244 -0.852 0.555 0.051 0.162
O 3.210794 -5.369565 -0.021457 0.997 -0.235 0.273 0.202
C 2.161127 -5.502611 -0.524160 -1.855 0.362 0.397 -0.557
O 1.091515 -6.179754 -0.031615 0.843 -0.201 -0.309 0.057
C 0.095917 -6.166858 -1.033855 -2.002 -2.021 0.399 -0.101
C 0.325474 -4.965798 -1.876132 2.193 0.194 3.466 -0.222
F -0.309648 -3.879667 -1.268663 0.606 -0.557 -1.094 0.042
O 1.749358 -4.886562 -1.648873 -0.038 1.569 -1.804 0.106
H 0.144535 -7.111007 -1.633813 -0.064 0.722 0.458 0.160
H -0.848725 -6.101547 -0.479794 0.045 -0.227 -0.532 0.131
H 0.185011 -5.041709 -2.907181 -0.619 0.318 -1.507 0.152
```
Positions in Å, forces in eV/Å.

The following is a quantum chemistry calculation of a structure of composition C3AgO2, from the Open Molecules 2025 dataset.

Values from the calculation:
**F_max**: 3.99 eV/A
**HOMO energy**: -2.75 eV
**Orbital gap**: 0.1439 hartree
**ΔE to the lowest compared entry with this formula, charge and spin**: 82.92 kJ/mol
**Net charge**: -1

```
6
Properties=species:S:1:pos:R:3:forces:R:3:lowdin_charge:R:1
O 0.927028 0.192794 0.078558 -1.681 1.770 1.510 -0.305
C 1.448731 -0.871744 -1.647090 -0.091 -0.391 -0.509 -0.126
C 0.178725 -1.042757 -1.847697 0.172 0.140 0.324 -0.412
O -0.814104 -0.524615 -0.979280 -1.814 0.841 0.421 -0.269
C -0.337616 0.257735 0.030932 3.567 -1.782 0.134 -0.452
Ag -0.476228 1.010946 2.314022 -0.154 -0.577 -1.880 0.565
```
Positions in Å, forces in eV/Å.

The following is a quantum chemistry calculation of a structure of composition C3BaO4, from the Open Molecules 2025 dataset.

Values from the calculation:
**F_max**: 3.05 eV/A
**HOMO energy**: -5.22 eV
**Orbital gap**: 0.1416 hartree
**Net charge**: 0

```
8
Properties=species:S:1:pos:R:3:forces:R:3:lowdin_charge:R:1
C 0.612866 2.025062 -2.877742 -1.268 1.647 0.000 -0.359
C 0.989279 1.374887 -1.842615 0.338 -0.981 1.255 -0.583
O -0.009675 2.783967 -3.605078 1.049 -1.346 0.317 -0.049
O 2.087742 1.124565 -1.035927 -0.993 -0.525 0.164 -0.670
O -1.115592 -1.476211 1.905874 -0.291 -0.327 0.284 -0.043
C -1.721248 -2.170222 2.623277 -0.057 0.116 0.011 -0.381
O -2.316905 -2.839645 3.335384 -0.139 -0.215 0.156 0.279
Ba 0.590783 -0.050901 0.358810 1.361 1.631 -2.186 1.807
```
Positions in Å, forces in eV/Å.

The following is a quantum chemistry calculation of a structure of composition C3CaO2, from the Open Molecules 2025 dataset.

Values from the calculation:
**F_max**: 2.31 eV/A
**HOMO energy (alpha / beta)**: -6.22 / -6.22 eV
**Orbital gap (alpha / beta)**: 0.1157 / 0.1156 hartree
**ΔE to the lowest compared entry with this formula, charge and spin**: 381.67 kJ/mol
**Net charge**: 0

```
6
Properties=species:S:1:pos:R:3:forces:R:3:lowdin_charge:R:1
C 1.236881 2.609759 0.456715 -0.119 0.205 -0.282 -0.114
C 0.485622 1.918220 -0.266729 0.336 -0.255 0.609 -0.439
O -0.159657 0.774961 -0.596087 -1.059 -0.666 -1.150 -0.233
C -0.028774 -0.339121 0.208063 1.381 1.554 1.003 -0.659
O 0.695207 -0.260361 1.180905 -0.684 -1.255 -0.243 -0.044
Ca -1.000887 -2.214101 -0.655688 0.145 0.417 0.062 1.489
```
Positions in Å, forces in eV/Å.